{"formula": "C40H51N3P2RuSi2", "method": "the ωB97M-V functional and the def2-TZVPD basis", "max_force_ev_per_a": 0.4, "homo_energy_ev": [-12.54, -13.79], "s2": 6.02, "de_lowest_ev": 0.000, "multiplicity": 5, "gap_ev": [6.93, 7.27], "charge": 2, "symbols": ["Ru", "C", "Si", "C", "C", "N", "P", "C", "P", "N", "Si", "C", "C", "C", "C", "C", "C", "C", "C", "C", "C", "C", "C", "C", "C", "C", "C", "C", "C", "C", "C", "C", "C", "C", "C", "C", "C", "C", "H", "H", "H", "H", "H", "H", "H", "H", "H", "H", "H", "H", "H", "H", "H", "H", "H", "H", "H", "H", "H", "H", "H", "H", "H", "H", "H", "H", "H", "H", "H", "H", "H", "H", "H", "H", "H", "H", "C", "N", "C", "C", "C", "C", "C", "C", "C", "C", "H", "H", "H", "H", "H", "H", "H", "H", "H", "H", "H", "H", "H"], "xyz": [[0.5936, 0.3811, -0.1239], [-1.2545, -0.4341, -3.6461], [-0.8116, -1.7639, -2.3752], [-2.0094, -3.1890, -2.5165], [0.9433, -2.3363, -2.6866], [-0.8131, -1.0937, -0.7480], [-1.9635, -0.4295, 0.1750], [-0.8611, 0.5895, 1.1243], [0.0902, 0.1321, 2.5731], [1.4066, -0.2721, 1.7603], [3.1389, -0.5116, 1.8366], [3.6283, -0.4754, 0.0027], [3.9872, 0.8755, 2.7609], [3.5117, -2.1848, 2.5834], [0.1486, 1.5487, 3.6626], [-0.7494, 2.6012, 3.5085], [-0.7308, 3.6591, 4.4056], [0.1859, 3.6684, 5.4477], [1.0816, 2.6170, 5.6037], [1.0579, 1.5528, 4.7191], [-0.5684, -1.2113, 3.5474], [-1.4324, -0.9747, 4.6158], [-1.9049, -2.0385, 5.3642], [-1.5034, -3.3334, 5.0604], [-0.6367, -3.5711, 4.0023], [-0.1732, -2.5125, 3.2391], [-3.0962, 0.6446, -0.7078], [-2.8281, 2.0033, -0.8536], [-3.6644, 2.7896, -1.6324], [-4.7589, 2.2209, -2.2717], [-5.0321, 0.8677, -2.1211], [-4.2070, 0.0802, -1.3347], [-2.9616, -1.5831, 1.0973], [-2.7113, -2.9482, 1.0096], [-3.5275, -3.8399, 1.6886], [-4.5747, -3.3654, 2.4638], [-4.8150, -1.9992, 2.5654], [-4.0161, -1.1052, 1.8768], [-1.7025, -0.8962, -4.5288], [-1.9608, 0.3094, -3.2736], [-0.3524, 0.0789, -3.9949], [-1.9439, -3.6044, -3.5256], [-1.7869, -3.9985, -1.8211], [-3.0470, -2.8851, -2.3629], [1.0691, -2.6397, -3.7288], [1.6953, -1.5639, -2.4918], [1.1996, -3.1925, -2.0605], [4.1504, 0.4433, -0.2692], [4.2291, -1.3315, -0.3045], [2.7222, -0.5197, -0.6319], [3.5554, 1.8500, 2.5244], [3.9566, 0.7398, 3.8426], [5.0425, 0.9082, 2.4758], [3.0905, -2.9951, 1.9844], [4.5884, -2.3524, 2.6545], [3.1014, -2.2699, 3.5924], [-1.4542, 2.5994, 2.6850], [-1.4309, 4.4756, 4.2893], [0.2007, 4.4952, 6.1452], [1.7916, 2.6239, 6.4197], [1.7445, 0.7260, 4.8597], [-1.7224, 0.0366, 4.8747], [-2.5718, -1.8576, 6.1966], [-1.8606, -4.1613, 5.6589], [-0.3189, -4.5804, 3.7759], [0.5061, -2.6864, 2.4131], [-1.9765, 2.4433, -0.3455], [-3.4746, 3.8514, -1.7261], [-5.4116, 2.8374, -2.8756], [-5.8947, 0.4299, -2.6051], [-4.4362, -0.9709, -1.1992], [-1.8788, -3.3071, 0.4187], [-3.3445, -4.9034, 1.6127], [-5.2116, -4.0622, 2.9927], [-5.6336, -1.6351, 3.1716], [-4.2227, -0.0418, 1.9336], [-0.3160, 2.9969, -3.0598], [0.9335, 2.5938, -3.7676], [1.5331, 3.7493, -4.4949], [1.9253, 1.8788, -2.8419], [2.1486, 2.6276, -1.5591], [3.0441, 3.6971, -1.5765], [3.1948, 4.5094, -0.4655], [2.4390, 4.2498, 0.6669], [1.5852, 3.1563, 0.7005], [1.4295, 2.2947, -0.3912], [-1.0537, 3.2911, -3.8027], [-0.0819, 3.8253, -2.3970], [-0.6802, 2.1558, -2.4778], [0.6677, 1.9072, -4.4733], [1.8204, 4.4997, -3.7647], [0.7863, 4.1573, -5.1713], [2.4012, 3.4104, -5.0546], [2.8348, 1.7475, -3.4277], [1.4803, 0.8952, -2.6758], [3.6453, 3.8891, -2.4587], [3.8935, 5.3349, -0.4847], [2.5331, 4.8865, 1.5376], [1.0453, 2.9624, 1.6191]], "lowdin_charge": [1.2804, -0.1505, 0.3601, -0.1642, -0.1721, -0.3554, 0.7404, -0.4247, 0.7556, -0.3335, 0.3803, -0.1568, -0.1619, -0.1728, -0.3374, -0.0984, -0.0552, -0.0470, -0.0472, -0.0741, -0.2981, -0.0639, -0.0526, -0.0481, -0.0596, -0.0871, -0.3179, -0.1066, -0.0689, -0.0486, -0.0477, -0.0742, -0.3191, -0.0827, -0.0535, -0.0457, -0.0528, -0.0744, 0.0480, 0.0148, 0.0009, 0.0459, 0.0314, 0.0302, 0.0457, -0.0037, 0.0425, 0.0371, 0.0466, -0.0380, 0.0204, 0.0286, 0.0437, 0.0324, 0.0423, 0.0327, 0.0980, 0.1145, 0.1172, 0.1178, 0.1102, 0.1133, 0.1166, 0.1174, 0.1163, 0.0961, 0.0883, 0.1137, 0.1174, 0.1189, 0.1132, 0.0930, 0.1177, 0.1180, 0.1169, 0.1193, -0.0016, -0.1648, 0.0219, -0.0851, -0.2908, -0.0525, -0.0503, -0.0580, -0.1129, -0.2235, 0.1169, 0.1164, 0.0548, 0.1592, 0.0988, 0.1134, 0.1145, 0.1415, 0.0813, 0.1184, 0.1175, 0.1169, 0.0686]}